# 1
Below is a single C5H8N2O molecule, with properties calculated with wB97M-V/def2-TZVPD.

The molecular weight is 112.13 g/mol. The calculation puts the HOMO energy at -9.1 eV. For the HOMO-LUMO gap, the calculation gives 9.9291 eV.

Each line ends with the Löwdin charge.
Positions of all 16 atoms, in Å:
N -1.862 -1.141 -0.446  0.017
C -1.193 0.141 -0.485  -0.325
C -0.686 0.531 0.918  -0.228
C 0.121 1.725 0.135  -0.029
C 0.323 0.491 -0.880  -0.222
C 1.072 -0.427 -0.105  -0.368
O 2.321 -0.779 -0.321  -0.013
N 0.311 -0.549 1.127  0.114
H -2.880 -1.304 -0.071  0.124
H -1.373 -1.919 0.033  0.076
H -1.455 1.149 -1.166  0.176
H -1.687 0.717 1.496  0.169
H 0.892 2.325 0.721  0.126
H -0.472 2.320 -0.733  0.131
H 0.737 0.666 -1.949  0.179
H 0.704 -0.646 1.966  0.073



# 2
Below is a single C5H8N2O molecule, with properties calculated with wB97M-V/def2-TZVPD.

The molecular weight is 112.13 g/mol. The calculation puts the HOMO energy at -8.9 eV. For the HOMO-LUMO gap, the calculation gives 9.5805 eV.

Each line ends with the Löwdin charge.
Positions of all 16 atoms, in Å:
O 2.014 -1.448 -1.715  0.150
C 0.994 -1.514 -1.124  -0.359
C 0.516 -1.319 0.291  -0.094
C 0.719 0.075 0.841  -0.158
C 0.306 1.202 -0.117  -0.174
N -1.050 0.876 -0.676  -0.083
N -1.298 -0.336 -1.407  -0.020
C -0.411 -1.466 -1.035  -0.131
H 0.452 -2.077 0.984  0.103
H 1.847 0.166 1.075  0.141
H 0.065 0.244 1.747  0.124
H 0.144 2.165 0.294  0.098
H 1.006 1.337 -0.929  0.108
H -1.676 0.868 0.022  0.044
H -1.218 0.115 -2.359  0.135
H -0.976 -2.330 -1.074  0.115



# 3
Below is a molecular structure, C5H8N2O, with properties calculated with wB97M-V/def2-TZVPD.

The molecular weight is 112.13 g/mol. The calculation puts the HOMO energy (alpha / beta) at -8.4 / -8.4 eV. For the HOMO-LUMO gap (alpha / beta), the calculation gives 8.2797 / 8.2786 eV.

Each line ends with the Löwdin charge.
Positions of all 16 atoms, in Å:
C -0.082 1.343 0.296  -0.056
C -0.212 -1.520 1.984  -0.192
N 0.340 0.217 -0.543  0.013
N 0.612 -1.394 0.807  -0.051
C -0.199 -0.915 -0.815  -0.433
C 0.013 0.957 -2.299  -0.039
C 0.201 1.663 -3.269  0.014
O -0.680 -1.765 -1.449  0.200
H 1.534 -1.021 1.007  0.076
H -1.041 1.758 -0.005  0.092
H 0.684 2.105 0.182  0.095
H -0.151 1.065 1.347  0.068
H 0.195 -2.332 2.601  0.075
H -1.231 -1.797 1.709  0.079
H -0.243 -0.614 2.603  0.053
H 0.259 2.251 -4.155  0.006